Entry 1:
{"formula": "C22H19Cl2CoN4O3", "method": "ωB97M-V with the def2-TZVPD basis set", "species": ["Co", "Cl", "C", "C", "C", "N", "C", "O", "C", "C", "C", "C", "C", "N", "C", "C", "C", "Cl", "N", "C", "O", "C", "C", "C", "C", "C", "N", "H", "H", "H", "H", "H", "H", "H", "H", "H", "H", "C", "C", "C", "C", "O", "H", "H", "H", "H", "H", "H", "H", "H", "H"], "coordinates": [[-0.184, 0.014, 0.148], [-0.841, 6.333, -1.997], [-0.901, 4.605, -1.905], [-0.271, 3.982, -0.832], [-0.311, 2.603, -0.746], [0.257, 1.794, 0.251], [1.030, 2.241, 1.260], [1.340, 3.388, 1.530], [1.569, 1.089, 2.076], [2.311, 1.320, 3.219], [2.813, 0.232, 3.909], [2.575, -1.043, 3.419], [1.822, -1.182, 2.267], [1.315, -0.141, 1.611], [-0.982, 1.849, -1.723], [-1.606, 2.471, -2.788], [-1.559, 3.859, -2.871], [-2.345, 4.625, -4.211], [-0.938, 0.471, -1.452], [-1.371, -0.500, -2.287], [-1.859, -0.386, -3.395], [-1.203, -1.859, -1.650], [-1.746, -2.985, -2.237], [-1.655, -4.189, -1.559], [-1.046, -4.213, -0.314], [-0.527, -3.038, 0.199], [-0.574, -1.888, -0.468], [0.238, 4.570, -0.085], [2.474, 2.343, 3.526], [3.392, 0.372, 4.813], [2.964, -1.921, 3.914], [1.642, -2.159, 1.844], [-2.118, 1.898, -3.544], [-2.236, -2.880, -3.194], [-2.073, -5.092, -1.982], [-0.980, -5.124, 0.265], [-0.087, -3.012, 1.184], [-3.769, -0.470, 1.047], [-2.649, 0.323, 1.720], [-2.716, 1.779, 1.281], [-2.770, 0.240, 3.241], [-1.423, -0.316, 1.407], [-4.755, -0.086, 1.320], [-3.710, -1.519, 1.342], [-3.669, -0.408, -0.039], [-3.671, 2.210, 1.585], [-2.643, 1.868, 0.197], [-1.918, 2.367, 1.737], [-3.729, 0.638, 3.580], [-1.969, 0.814, 3.710], [-2.688, -0.798, 3.567]], "homo_lumo_gap_ev": [6.82, 6.96], "relative_energy_kcal_mol": 0.00, "e_lumo_ev": [-0.972, -0.878], "homo_ha": [-0.28652, -0.28823]}


Entry 2:
{"formula": "C3H3NOS2", "method": "ωB97M-V with the def2-TZVPD basis set", "species": ["O", "C", "C", "S", "N", "C", "S", "H", "H", "H"], "coordinates": [[2.341, -0.723, -0.063], [1.838, 0.343, 0.007], [0.359, 0.710, -0.020], [-0.128, 2.245, -0.037], [-0.402, -0.441, -0.036], [-1.721, -0.678, 0.010], [-3.015, 0.342, -0.027], [2.514, 1.197, 0.214], [0.185, -1.280, -0.056], [-1.969, -1.715, 0.007]], "homo_lumo_gap_ev": 6.88, "relative_energy_kcal_mol": 31.90, "e_lumo_ev": -1.622, "smiles": "O=CC(=S)NC=S", "homo_ha": -0.31260}


Entry 3:
{"formula": "C4H8N3S", "method": "ωB97M-V with the def2-TZVPD basis set", "species": ["C", "C", "C", "C", "N", "N", "N", "S", "H", "H", "H", "H", "H", "H", "H", "H"], "coordinates": [[0.337, -1.169, 0.463], [-1.637, -0.711, -0.645], [0.117, 0.127, 1.220], [-0.341, 1.089, 0.160], [-0.894, -1.596, -0.153], [-1.299, 0.644, -0.676], [1.523, 0.927, -0.638], [1.581, -0.699, -0.887], [0.748, -2.000, 1.034], [-2.594, -0.987, -1.054], [-0.655, -0.013, 1.984], [1.023, 0.490, 1.701], [-0.295, 2.152, 0.358], [-1.871, 1.295, -1.198], [1.553, 1.433, -1.516], [2.704, -0.983, -0.150]], "homo_lumo_gap_ev": 9.27, "relative_energy_kcal_mol": 69.89, "e_lumo_ev": -4.482, "homo_ha": -0.50552, "charge": 1}


Entry 4:
{"formula": "C26H49Cl2F2N3O7PS", "method": "ωB97M-V with the def2-TZVPD basis set", "species": ["C", "C", "N", "C", "C", "C", "C", "C", "C", "C", "C", "O", "C", "N", "F", "C", "O", "C", "C", "C", "C", "C", "O", "C", "C", "P", "O", "O", "S", "N", "C", "C", "O", "F", "C", "Cl", "C", "C", "Cl", "C", "C", "O", "H", "H", "H", "H", "H", "H", "H", "H", "H", "H", "H", "H", "H", "H", "H", "H", "H", "H", "H", "H", "H", "H", "H", "H", "H", "H", "H", "H", "H", "H", "H", "H", "H", "H", "H", "H", "H", "H", "H", "H", "H", "H", "H", "H", "H", "H", "H", "H", "H"], "coordinates": [[6.780, 0.620, 0.962], [5.527, 1.387, 0.537], [4.865, 0.867, -0.671], [4.246, -0.438, -0.482], [2.902, -0.554, -1.249], [1.672, -0.220, -0.384], [1.002, 1.019, -1.018], [1.738, 2.315, -0.674], [1.832, 2.719, 0.793], [0.558, 3.418, 1.266], [0.500, 4.864, 0.748], [-0.689, 5.078, 0.000], [-1.453, 6.163, 0.467], [-0.448, 1.113, -0.871], [-0.847, 2.098, -1.761], [-1.190, -0.154, -1.283], [-1.447, -0.071, -2.658], [-2.485, -0.069, -0.486], [-3.631, -1.063, -0.710], [-4.696, -0.847, 0.387], [-6.116, -1.020, -0.126], [-7.108, -0.954, 1.037], [-8.132, -1.904, 0.873], [-8.700, -2.372, 2.073], [-0.261, -1.382, -1.249], [-0.965, -2.998, -1.864], [-1.409, -3.975, -0.684], [-2.248, -2.613, -2.711], [0.264, -3.928, -3.064], [0.725, -1.393, -0.079], [1.442, -2.712, -0.097], [2.687, -2.813, 0.752], [2.776, -2.726, 1.963], [3.745, -3.156, 0.002], [0.130, -1.319, 1.326], [-0.029, 0.356, 1.905], [-1.128, -2.246, 1.567], [-0.700, -3.626, 2.097], [-2.225, -1.618, 2.866], [5.597, 0.919, -1.859], [6.501, 2.105, -2.130], [5.455, 0.044, -2.733], [6.759, -0.424, 0.674], [7.677, 1.101, 0.592], [6.860, 0.657, 2.044], [5.756, 2.433, 0.384], [4.810, 1.357, 1.350], [4.127, -0.609, 0.585], [4.892, -1.231, -0.838], [2.916, -1.522, -1.741], [3.030, 0.158, -2.051], [2.090, 0.097, 0.562], [1.141, 0.932, -2.103], [1.188, 3.097, -1.187], [2.707, 2.266, -1.156], [2.620, 3.466, 0.857], [2.135, 1.919, 1.461], [-0.334, 2.934, 0.888], [0.510, 3.459, 2.351], [1.339, 5.051, 0.078], [0.546, 5.583, 1.561], [-2.350, 6.240, -0.134], [-0.922, 7.109, 0.363], [-1.743, 6.028, 1.507], [-2.376, 0.115, -2.799], [-2.340, 0.006, 0.584], [-2.889, 0.909, -0.740], [-3.318, -2.097, -0.607], [-4.085, -0.967, -1.690], [-4.499, -1.548, 1.192], [-4.597, 0.162, 0.778], [-6.261, -1.933, -0.692], [-6.341, -0.171, -0.767], [-6.558, -1.193, 1.951], [-7.487, 0.059, 1.175], [-8.404, -1.787, 2.942], [-8.402, -3.402, 2.258], [-9.782, -2.336, 2.019], [0.399, -1.239, -2.101], [-1.308, -4.880, -1.012], [-2.481, -3.403, -3.219], [1.713, -2.940, -1.120], [0.786, -3.514, 0.218], [0.860, -1.674, 2.037], [-1.807, -2.343, 0.735], [-1.154, -4.418, 1.519], [-1.005, -3.764, 3.123], [0.377, -3.757, 2.076], [7.019, 2.478, -1.258], [5.899, 2.869, -2.607], [7.252, 1.752, -2.821]], "homo_lumo_gap_ev": 8.31, "e_lumo_ev": -3.124, "homo_ha": -0.42034, "charge": 1}


Entry 5:
{"formula": "C37H46BFN7O7", "method": "ωB97M-V with the def2-TZVPD basis set", "species": ["C", "C", "O", "O", "C", "O", "C", "C", "B", "O", "N", "C", "C", "C", "O", "O", "N", "C", "C", "O", "C", "C", "F", "H", "H", "H", "H", "H", "H", "H", "H", "H", "H", "H", "H", "H", "H", "H", "H", "H", "H", "H", "H", "H", "N", "C", "C", "C", "C", "C", "H", "H", "H", "H", "H", "N", "C", "C", "C", "C", "C", "H", "H", "H", "H", "H", "N", "C", "C", "C", "C", "C", "H", "H", "H", "H", "H", "N", "C", "C", "C", "C", "C", "H", "H", "H", "H", "H", "N", "C", "C", "C", "C", "C", "H", "H", "H", "H", "H"], "coordinates": [[-1.518, -3.772, 3.387], [-2.751, -3.438, 2.611], [-3.870, -3.439, 3.068], [-2.584, -3.168, 1.241], [-2.132, -1.914, 1.029], [-1.981, -1.199, 1.990], [-1.870, -1.365, -0.343], [-0.478, -1.708, -0.975], [-0.440, -3.216, -1.515], [0.510, -3.538, -2.459], [-1.423, -4.267, -1.122], [-0.802, -5.255, -0.243], [-1.909, -5.005, -2.290], [0.529, -1.787, 0.181], [0.772, -0.795, 0.896], [1.051, -2.925, 0.286], [-0.091, -0.809, -2.081], [1.185, -0.134, -1.952], [2.424, -0.985, -2.198], [3.475, -0.064, -2.584], [-1.126, -0.051, -2.719], [-2.098, -0.906, -3.522], [-2.383, -0.257, -4.725], [-1.138, -2.868, 3.845], [-1.763, -4.536, 4.110], [-0.760, -4.140, 2.701], [-1.914, -0.294, -0.196], [-2.695, -1.616, -1.006], [0.822, -4.434, -2.322], [0.124, -5.685, -0.647], [-0.565, -4.796, 0.705], [-1.489, -6.077, -0.038], [-1.160, -5.687, -2.709], [-2.737, -5.637, -1.971], [-2.288, -4.350, -3.069], [1.298, 0.430, -1.025], [1.247, 0.620, -2.732], [2.752, -1.485, -1.292], [2.291, -1.647, -3.038], [3.653, 0.507, -1.831], [-0.700, 0.614, -3.463], [-1.693, 0.619, -2.061], [-1.648, -1.856, -3.795], [-3.053, -1.038, -3.024], [3.572, 1.895, 1.984], [4.356, 2.425, 2.923], [4.361, 2.007, 4.243], [3.503, 0.978, 4.609], [2.683, 0.414, 3.647], [2.752, 0.907, 2.352], [5.013, 3.225, 2.589], [5.020, 2.472, 4.965], [3.478, 0.621, 5.632], [2.000, -0.389, 3.885], [2.131, 0.494, 1.563], [-5.680, 2.214, 1.094], [-4.762, 1.345, 1.518], [-4.996, -0.015, 1.668], [-6.257, -0.497, 1.362], [-7.227, 0.391, 0.922], [-6.887, 1.729, 0.805], [-3.789, 1.765, 1.748], [-4.209, -0.670, 2.007], [-6.480, -1.552, 1.466], [-8.225, 0.054, 0.674], [-7.613, 2.459, 0.461], [7.866, -1.288, -2.897], [8.660, -0.941, -3.908], [8.293, -0.051, -4.904], [7.026, 0.509, -4.849], [6.182, 0.161, -3.807], [6.652, -0.738, -2.860], [9.641, -1.406, -3.913], [8.982, 0.195, -5.702], [6.700, 1.208, -5.609], [5.189, 0.571, -3.727], [6.026, -1.037, -2.028], [4.419, 3.106, -1.675], [5.027, 2.477, -0.663], [6.404, 2.292, -0.603], [7.186, 2.777, -1.638], [6.567, 3.430, -2.692], [5.188, 3.568, -2.659], [4.374, 2.100, 0.136], [6.848, 1.775, 0.237], [8.261, 2.648, -1.626], [7.140, 3.823, -3.522], [4.663, 4.074, -3.463], [-9.863, 4.462, 4.318], [-9.053, 3.709, 3.573], [-7.679, 3.882, 3.511], [-7.112, 4.897, 4.263], [-7.937, 5.691, 5.042], [-9.299, 5.431, 5.034], [-9.539, 2.928, 2.999], [-7.070, 3.240, 2.892], [-6.043, 5.065, 4.241], [-7.536, 6.495, 5.644], [-9.981, 6.027, 5.632]], "homo_lumo_gap_ev": 7.51, "relative_energy_kcal_mol": 10.20, "e_lumo_ev": 2.415, "homo_ha": -0.18715, "charge": -1}


Entry 6:
{"formula": "C3H4N2OS", "method": "ωB97M-V with the def2-TZVPD basis set", "species": ["C", "N", "N", "C", "O", "C", "S", "H", "H", "H", "H"], "coordinates": [[-1.197, -0.858, 0.720], [-0.226, -0.203, -0.034], [0.546, -0.685, -1.050], [1.523, 0.123, -1.254], [1.463, 1.248, -0.434], [0.294, 1.029, 0.242], [-0.293, 2.129, 1.329], [-2.114, -0.655, 0.105], [-0.903, -1.848, 0.658], [-1.428, -0.486, 1.696], [2.334, 0.205, -1.977]], "homo_lumo_gap_ev": 9.32, "relative_energy_kcal_mol": 44.10, "e_lumo_ev": 0.806, "smiles": "Cn1ncoc1=S", "homo_ha": -0.31282}


Entry 7:
{"formula": "C15H17Cl5IN4OPd", "method": "ωB97M-V with the def2-TZVPD basis set", "species": ["Pd", "Cl", "C", "C", "C", "Cl", "C", "Cl", "C", "Cl", "C", "Cl", "I", "C", "C", "C", "C", "N", "C", "H", "H", "H", "H", "N", "N", "H", "H", "H", "H", "C", "N", "C", "C", "C", "O", "H", "H", "H", "H", "H", "H", "H", "H", "H"], "coordinates": [[0.132, 0.000, 0.280], [2.984, 0.177, 0.607], [2.292, -0.053, 2.190], [0.898, -0.025, 2.243], [0.265, -0.118, 3.501], [-1.432, 0.088, 3.576], [0.986, -0.357, 4.653], [0.235, -0.523, 6.158], [2.411, -0.458, 4.559], [3.315, -0.762, 5.912], [3.082, -0.279, 3.287], [4.758, -0.377, 3.191], [1.809, 5.553, -1.894], [0.507, 4.441, -0.824], [-0.634, 5.025, -0.245], [-1.482, 4.204, 0.461], [-1.183, 2.847, 0.560], [-0.089, 2.284, 0.012], [0.746, 3.058, -0.664], [-0.835, 6.083, -0.353], [-2.374, 4.595, 0.931], [-1.839, 2.170, 1.091], [1.626, 2.596, -1.096], [1.456, -2.775, 0.697], [0.474, -2.150, -0.157], [2.373, -2.505, 0.358], [1.401, -3.785, 0.585], [-0.412, -2.601, 0.049], [0.657, -2.336, -1.144], [-5.202, -1.658, -0.247], [-4.076, -0.730, -0.434], [-4.261, 0.439, -1.298], [-2.922, -0.896, 0.175], [-2.734, -2.079, 1.080], [-1.996, -0.041, -0.014], [-5.891, -1.531, -1.075], [-5.728, -1.448, 0.684], [-4.861, -2.689, -0.250], [-5.274, 0.430, -1.685], [-3.558, 0.411, -2.128], [-4.108, 1.356, -0.731], [-3.544, -2.151, 1.806], [-1.798, -1.983, 1.624], [-2.748, -3.009, 0.506]], "homo_lumo_gap_ev": [8.26, 4.29], "relative_energy_kcal_mol": 0.00, "e_lumo_ev": [-8.959, -13.159], "homo_ha": [-0.63287, -0.64132], "spin_multiplicity": 5, "charge": 3}


Entry 8:
{"formula": "C8H17N", "method": "ωB97M-V with the def2-TZVPD basis set", "species": ["C", "C", "C", "C", "C", "C", "C", "C", "N", "H", "H", "H", "H", "H", "H", "H", "H", "H", "H", "H", "H", "H", "H", "H", "H", "H"], "coordinates": [[-3.100, 0.346, 0.366], [-2.014, 0.349, -0.418], [-2.054, 0.987, -1.781], [-0.563, -0.396, 0.012], [-0.719, -1.433, 1.123], [0.368, 0.712, 0.399], [1.965, 0.413, -0.047], [2.382, -1.002, -0.412], [2.832, 0.925, 0.999], [-3.104, -0.089, 1.361], [-4.038, 0.800, 0.047], [-1.581, 0.338, -2.527], [-1.524, 1.944, -1.779], [-3.080, 1.176, -2.122], [-0.264, -0.907, -0.907], [-1.556, -2.111, 0.930], [0.196, -2.025, 1.232], [-0.899, -0.959, 2.094], [0.138, 1.682, -0.052], [0.336, 0.875, 1.482], [2.081, 1.042, -0.936], [1.811, -1.380, -1.264], [3.438, -1.039, -0.711], [2.256, -1.694, 0.427], [2.921, 0.287, 1.788], [3.773, 1.159, 0.696]], "homo_lumo_gap_ev": 9.91, "relative_energy_kcal_mol": 18.27, "e_lumo_ev": 1.022, "smiles": "C=C(C)[C@H](C)C[C@H](C)N", "homo_ha": -0.32679}


Entry 9:
{"formula": "C6H12O2Rb", "method": "ωB97M-V with the def2-TZVPD basis set", "species": ["Rb", "C", "C", "O", "C", "H", "H", "H", "H", "H", "H", "C", "C", "O", "C", "H", "H", "H", "H", "H", "H"], "coordinates": [[24.753, -0.580, 20.434], [25.292, 1.792, 16.578], [26.305, 0.913, 17.239], [26.436, 0.854, 18.451], [27.220, 0.110, 16.336], [24.901, 2.544, 17.261], [24.483, 1.238, 16.103], [25.801, 2.345, 15.782], [27.490, 0.644, 15.427], [26.725, -0.814, 16.021], [28.129, -0.187, 16.854], [29.413, -0.315, 20.637], [28.524, 0.185, 21.740], [27.312, 0.105, 21.661], [29.171, 0.747, 22.982], [30.133, 0.461, 20.374], [28.809, -0.572, 19.770], [29.967, -1.190, 20.981], [30.231, 0.904, 22.777], [29.141, -0.012, 23.766], [28.652, 1.635, 23.329]], "homo_lumo_gap_ev": 9.61, "relative_energy_kcal_mol": 3.31, "e_lumo_ev": -3.341, "homo_ha": -0.47581, "charge": 1}


Entry 10:
{"formula": "C5H10BN", "method": "ωB97M-V with the def2-TZVPD basis set", "species": ["B", "C", "C", "C", "C", "C", "N", "H", "H", "H", "H", "H", "H", "H", "H", "H", "H"], "coordinates": [[-0.937, 0.066, 0.033], [1.604, 0.299, -0.193], [2.792, -0.464, 0.058], [-1.083, -1.380, 0.442], [-1.813, 1.365, 0.455], [0.057, 0.343, -1.121], [2.234, 0.752, 0.765], [2.879, -1.370, 0.486], [3.752, -0.235, -0.618], [-1.127, -1.585, 1.490], [-0.421, -2.000, -0.057], [-2.072, -1.706, 0.133], [-2.932, 1.291, 0.309], [-1.620, 2.325, -0.137], [-1.889, 1.458, 1.559], [0.230, 1.190, -1.688], [0.344, -0.349, -1.915]], "homo_lumo_gap_ev": [5.79, 7.35], "relative_energy_kcal_mol": 64.68, "e_lumo_ev": [0.734, -3.148], "homo_ha": [-0.18591, -0.38563], "spin_multiplicity": 3}